# C6H16O2Si

One molecule with the formula C6H16O2Si at a distorted geometry (ωB97M-V/def2-TZVPD, the OMol25 dataset).

Geometry as XYZ:
```
25
Properties=species:S:1:pos:R:3:nbo_charge:R:1
C -3.060 1.347 0.291 -1.1506
Si -2.214 -0.134 -0.486 1.6617
C -2.482 -1.790 0.385 -1.1650
O -0.647 0.121 -0.799 -0.6525
O 0.193 0.478 0.335 -0.2959
C 1.589 0.201 -0.042 0.2585
C 2.000 0.903 -1.288 -0.6562
C 2.323 0.890 1.189 -0.6090
C 1.983 -1.310 -0.096 -0.6463
H -2.751 2.242 -0.193 0.2471
H -4.217 1.355 0.180 0.2500
H -2.716 1.547 1.303 0.2543
H -2.313 -0.474 -1.974 -0.1988
H -1.804 -2.518 -0.244 0.2453
H -2.128 -1.915 1.470 0.2473
H -3.554 -2.176 0.413 0.2475
H 2.921 1.471 -1.075 0.2152
H 2.240 0.159 -2.115 0.2172
H 1.151 1.581 -1.551 0.2445
H 2.025 0.420 2.252 0.2069
H 1.961 1.868 1.232 0.2156
H 3.363 0.746 1.039 0.2090
H 1.696 -1.764 0.848 0.2127
H 1.339 -1.780 -0.809 0.2220
H 3.101 -1.468 -0.266 0.2195
```

Calculated values
SMILES string ... C[SiH](C)OOC(C)(C)C
E_LUMO ... 0.84 eV
E_HOMO ... -9.596 eV
Charge ... 0
Frontier orbital gap ... 0.383 Eh

# C23H50N2O2P2Ti

C23H50N2O2P2Ti as an isolated structure at a distorted geometry (ωB97M-V/def2-TZVPD, the OMol25 dataset).

Geometry as XYZ:
```
80
Properties=species:S:1:pos:R:3:lowdin_charge:R:1
Ti 0.050 -0.024 -0.032 0.6452
C 1.982 -0.245 -0.635 -0.0401
O 3.121 -0.362 -0.902 0.2599
C -1.934 0.286 0.288 -0.0403
O -3.057 0.490 0.569 0.2542
P 0.052 2.220 -1.069 1.0431
C -0.320 2.186 -2.886 -0.5128
H -0.308 3.242 -3.195 0.1074
C -1.239 3.390 -0.416 -0.4974
H -2.158 2.783 -0.472 0.0868
C 1.710 3.058 -0.999 -0.5035
H 2.370 2.338 -1.513 0.0944
C 1.555 -3.215 1.141 -0.5018
P 0.047 -2.389 0.459 1.0377
H -0.773 -3.812 -1.274 0.1310
H 2.321 -3.045 0.367 0.1064
C -1.416 -3.200 1.255 -0.4769
H -1.138 -4.265 1.267 0.1279
C -1.003 3.742 1.055 -0.0860
H -1.916 4.209 1.452 0.1167
H -0.189 4.469 1.177 0.0863
H -0.784 2.866 1.679 0.0425
C -1.453 4.656 -1.252 -0.0434
H -0.607 5.346 -1.177 0.0817
H -2.337 5.179 -0.860 0.1254
H -1.645 4.445 -2.310 0.0890
C 1.769 4.389 -1.754 -0.0474
H 1.347 4.332 -2.764 0.0907
H 2.824 4.682 -1.861 0.1250
H 1.267 5.191 -1.200 0.0864
C 2.221 3.213 0.435 -0.0883
H 3.281 3.505 0.396 0.1178
H 2.157 2.285 1.017 0.0455
H 1.683 3.997 0.980 0.0773
C 0.773 1.459 -3.675 -0.0823
H 1.742 1.969 -3.603 0.0909
H 0.487 1.430 -4.735 0.1061
H 0.910 0.421 -3.342 0.0526
C -1.718 1.626 -3.167 -0.0683
H -1.824 0.581 -2.845 0.0561
H -1.898 1.659 -4.251 0.1193
H -2.507 2.213 -2.680 0.0885
C 1.338 -4.720 1.319 -0.0569
H 0.957 -5.205 0.412 0.0929
H 0.645 -4.928 2.144 0.0979
H 2.298 -5.193 1.567 0.1252
C 2.064 -2.565 2.429 -0.0878
H 1.372 -2.710 3.269 0.0636
C -0.810 -1.789 -2.065 -0.0895
H 2.242 -1.490 2.314 0.0559
H 3.022 -3.029 2.707 0.1199
C 1.222 -3.335 -1.940 -0.0534
H -0.395 -0.756 -1.789 -0.0016
H -0.614 -1.888 -3.139 0.0617
H -1.901 -1.785 -1.922 0.1084
C -0.115 -2.931 -1.306 -0.4834
H 1.053 -3.537 -3.006 0.1143
H 1.625 -4.246 -1.484 0.0967
H 1.974 -2.538 -1.861 0.0673
C -2.715 -3.046 0.458 -0.0625
H -3.004 -1.995 0.354 0.0556
H -3.511 -3.563 1.010 0.1248
H -2.656 -3.499 -0.536 0.0883
C -1.619 -2.721 2.693 -0.0836
H -1.820 -1.640 2.732 0.0647
H -0.763 -2.936 3.345 0.0713
H -2.493 -3.235 3.118 0.1203
H -0.157 -1.688 -5.085 0.0513
H -0.180 -0.988 -5.355 0.0664
C 0.768 1.979 5.082 0.0593
N 0.394 0.768 4.330 -0.0776
C 0.067 -0.462 5.085 0.0611
C 0.354 0.765 3.042 -0.1039
N 0.420 0.422 1.907 0.1145
H 0.598 1.765 6.140 0.1200
H 0.147 2.830 4.767 0.1230
H 1.829 2.226 4.920 0.1310
H -0.923 -0.854 4.813 0.1078
H 0.820 -1.250 4.920 0.1112
H 0.067 -0.197 6.143 0.1225
```

Calculated values
E_LUMO (spin up / spin down) ... -16.65 / -16.61 eV
E_HOMO (spin up / spin down) ... -21.926 / -21.938 eV
Charge ... +4
Frontier orbital gap (spin up / spin down) ... 0.194 / 0.196 Eh

# C15H32Cl14O7P2S2

A 8-piece molecular cluster, C15H32Cl14O7P2S2 overall at a distorted geometry (ωB97M-V/def2-TZVPD, the OMol25 dataset).

Geometry as XYZ:
```
72
Properties=species:S:1:pos:R:3:lowdin_charge:R:1
C -3.764 1.638 -1.602 -0.0693
C -2.281 1.957 -1.366 -0.2464
O -1.876 1.477 -0.062 -0.1908
P -1.661 -0.102 -0.009 0.4761
O -0.995 -0.645 -1.194 -0.2618
C -0.698 -0.322 1.491 -0.2017
C -1.531 0.135 2.719 -0.1706
C -0.658 0.863 3.708 -0.3554
O 0.236 1.840 3.174 -0.1572
S -0.005 3.243 3.923 0.5827
O 1.156 3.994 4.171 -0.1956
O -0.954 3.937 3.146 -0.2332
O -0.566 2.594 5.284 -0.2105
C -1.234 1.354 5.051 -0.4137
P -3.063 1.778 5.179 0.4164
S -3.896 2.629 3.650 0.1961
O -3.090 -0.744 0.325 -0.2047
C -3.531 -1.813 -0.537 -0.2659
C -4.414 -2.718 0.313 -0.0650
H -3.871 0.795 -2.273 0.0420
H -4.195 1.414 -0.633 0.0805
H -4.323 2.487 -1.979 0.0533
H -2.164 3.036 -1.339 0.0754
H -1.627 1.600 -2.153 0.1038
H 0.237 0.218 1.404 0.0624
H -0.467 -1.383 1.532 0.0947
H -1.969 -0.758 3.150 0.1324
H -2.332 0.766 2.347 0.0470
H 0.038 0.083 4.028 0.1048
H -1.075 0.566 5.782 0.1258
H -3.737 0.625 5.637 -0.0195
H -3.086 2.670 6.270 -0.0099
H -4.123 -1.393 -1.342 0.1047
H -2.719 -2.417 -0.925 0.1090
H -5.235 -2.123 0.702 0.0779
H -4.741 -3.577 -0.258 0.0777
H -3.816 -3.012 1.171 0.0738
Cl 2.376 -1.232 5.627 0.5217
C 3.241 -0.569 4.231 -1.0174
Cl 2.406 -0.935 2.719 0.5492
H 3.303 0.508 4.338 0.0342
H 4.232 -1.001 4.197 -0.0079
Cl -4.015 -1.808 -5.131 0.5093
C -2.860 -0.511 -5.451 -0.9995
Cl -3.590 1.085 -5.223 0.5579
H -2.026 -0.610 -4.765 0.0258
H -2.519 -0.592 -6.476 0.0257
Cl -5.795 4.914 -4.221 0.5136
C -4.096 4.449 -4.348 -1.0400
Cl -3.137 5.086 -3.011 0.5466
H -4.023 3.369 -4.327 -0.0726
H -3.698 4.833 -5.280 0.0283
Cl 3.758 1.466 0.348 0.5262
C 5.265 0.538 0.346 -1.0500
Cl 5.566 -0.233 1.914 0.5291
H 5.200 -0.231 -0.414 -0.0593
H 6.089 1.205 0.122 -0.0532
Cl 2.652 -3.775 -0.481 0.5199
C 2.978 -2.119 -1.003 -1.0040
Cl 4.255 -2.067 -2.235 0.5232
H 2.071 -1.698 -1.421 0.0275
H 3.296 -1.539 -0.143 -0.0290
Cl 7.671 -1.530 -0.905 0.5359
C 8.826 -0.291 -1.410 -0.9770
Cl 8.147 1.334 -1.247 0.5573
H 9.709 -0.367 -0.787 0.0277
H 9.086 -0.453 -2.449 0.0273
Cl 3.137 -7.121 -3.744 0.4971
C 3.461 -5.463 -4.266 -1.0394
Cl 4.731 -5.407 -5.496 0.4952
H 2.553 -5.045 -4.683 0.0256
H 3.779 -4.882 -3.408 -0.0203
```

Calculated values
SMILES string ... CCOP(=O)(CC[C@H]1OS(=O)(=O)O[C@H]1[PH2]=S)OCC.ClCCl.ClCCl.ClCCl.ClCCl.ClCCl.ClCCl.ClCCl
E_LUMO ... 0.18 eV
E_HOMO ... -8.884 eV
Charge ... 0
Frontier orbital gap ... 0.333 Eh

# C4H4NO2

An isolated ion of composition C4H4NO2 and charge -1 at a distorted geometry (ωB97M-V/def2-TZVPD, the OMol25 dataset).

Geometry as XYZ:
```
11
Properties=species:S:1:pos:R:3:nbo_charge:R:1
C 0.078 -0.770 0.459 -0.6075
C -0.746 0.402 0.210 -0.3158
C -0.473 1.639 0.228 0.3958
N -0.389 2.996 0.429 -0.7895
C -2.248 -0.061 -0.267 0.8196
O -2.378 -0.266 -1.450 -0.7118
O -2.977 -0.172 0.737 -0.7458
H 1.104 -0.786 0.045 0.1934
H -0.324 -1.684 -0.104 0.2133
H 0.191 -1.186 1.409 0.2089
H -0.305 3.614 -0.445 0.3393
```

Calculated values
SMILES string ... CC(=C=N)C(=O)[O-]
E_LUMO ... 4.00 eV
E_HOMO ... -4.029 eV
Charge ... -1
Frontier orbital gap ... 0.295 Eh

# C9H32N4O7

A 7-piece molecular cluster, C9H32N4O7 overall at a distorted geometry (ωB97M-V/def2-TZVPD, the OMol25 dataset).

Geometry as XYZ:
```
52
Properties=species:S:1:pos:R:3:nbo_charge:R:1
N -4.236 -2.914 -2.030 -0.8038
C -3.589 -1.818 -1.953 0.7505
N -2.507 -1.862 -2.696 -0.8250
O -4.063 -0.812 -1.098 -0.7664
H -5.170 -2.962 -1.572 0.4156
H -3.980 -3.780 -2.533 0.3906
H -1.833 -1.114 -2.604 0.4403
H -2.509 -2.516 -3.474 0.3877
N 4.484 1.286 -2.024 -0.8094
C 4.105 2.392 -1.468 0.7450
N 2.978 2.340 -0.826 -0.8283
O 4.904 3.591 -1.539 -0.7598
H 5.212 1.342 -2.738 0.4082
H 3.814 0.591 -2.387 0.3836
H 2.579 3.170 -0.344 0.4404
H 2.307 1.590 -0.961 0.4015
C -0.838 -0.968 1.394 -0.6625
C 0.296 -1.459 2.338 -0.0733
O -0.126 -1.303 3.697 -0.7099
H -1.826 -1.476 1.645 0.2304
H -0.691 -1.188 0.344 0.2282
H -0.905 0.140 1.402 0.2004
H 1.214 -0.914 2.235 0.1475
H 0.385 -2.563 2.199 0.1754
H -0.521 -0.468 3.671 0.4559
C 3.153 -2.687 -0.122 -0.6284
C 2.080 -1.770 -0.752 -0.0713
O 2.032 -0.381 -0.370 -0.7700
H 4.140 -2.264 -0.233 0.2108
H 3.125 -3.652 -0.496 0.2249
H 2.836 -2.723 0.891 0.2041
H 1.191 -2.275 -0.396 0.1724
H 2.212 -1.882 -1.829 0.1794
H 2.538 -0.270 0.456 0.4947
C -3.878 0.796 1.720 -0.2377
O -3.967 1.569 2.923 -0.7398
H -3.091 1.187 1.073 0.1716
H -4.776 0.814 1.131 0.1831
H -3.575 -0.222 2.058 0.1615
H -4.349 0.998 3.603 0.4629
C 0.511 3.053 1.947 -0.2479
O 1.592 3.707 1.280 -0.7449
H 0.753 1.980 1.823 0.1497
H -0.491 3.269 1.672 0.2033
H 0.540 3.201 3.064 0.1717
H 2.469 3.458 1.674 0.4831
C -1.005 1.229 -1.666 -0.2457
O -0.390 -0.048 -1.801 -0.7695
H -1.040 1.589 -0.723 0.1660
H -1.989 1.140 -2.115 0.1972
H -0.487 1.947 -2.261 0.1615
H 0.381 -0.090 -1.233 0.4944
```

Calculated values
SMILES string ... NC(N)=O.NC(N)=O.CCO.CCO.CO.CO.CO
E_LUMO ... 0.27 eV
E_HOMO ... -8.772 eV
Charge ... 0
Frontier orbital gap ... 0.332 Eh

# C39H72F15INO15PSi3

C39H72F15INO15PSi3 as an isolated structure at a distorted geometry (ωB97M-V/def2-TZVPD, the OMol25 dataset).

Geometry as XYZ:
```
147
Properties=species:S:1:pos:R:3:lowdin_charge:R:1
C 2.235 -0.153 1.907 -0.1003
O 2.462 1.192 2.257 -0.1792
C 3.301 1.843 1.335 -0.2379
C 2.517 2.353 0.113 -0.1573
C 2.018 3.789 0.343 -0.1883
C 0.544 3.997 -0.047 -0.1827
C 0.351 4.158 -1.564 -0.1894
C -0.553 3.076 -2.191 -0.1742
C 0.259 1.866 -2.701 -0.1987
C -0.241 0.516 -2.174 -0.2417
C -1.691 0.241 -2.581 -0.2314
Si -2.315 -1.432 -1.966 0.4162
C -1.050 -2.703 -2.573 -0.2074
C -0.696 -2.436 -4.040 -0.3267
O -1.906 -2.193 -4.738 -0.2792
Si -1.772 -1.478 -6.257 0.4513
C -1.457 -2.739 -7.628 -0.1470
C -0.558 -0.037 -6.348 -0.1516
C -3.476 -0.752 -6.610 -0.1559
O -2.447 -1.495 -0.290 -0.3295
Si -3.377 -0.253 0.386 0.5478
C -4.618 -0.899 1.638 -0.2636
C -6.057 -0.400 1.448 -0.3699
C -6.246 1.097 1.306 -0.6416
I -5.563 2.212 3.015 0.8022
C -2.211 0.989 1.218 -0.2553
O -1.546 0.424 2.347 -0.2048
O -1.974 1.191 3.463 -0.0740
P -4.396 -1.898 -2.715 0.6373
N -5.383 -0.640 -2.649 -0.3785
H 1.564 -0.252 1.055 0.0784
H 1.799 -0.675 2.744 0.0673
H 3.186 -0.624 1.652 0.0891
H 3.742 2.682 1.861 0.1177
H 4.133 1.204 1.032 0.1126
H 1.688 1.672 -0.013 0.0844
H 3.174 2.300 -0.751 0.1110
H 2.628 4.502 -0.200 0.1075
H 2.069 3.993 1.406 0.1031
H 0.146 4.832 0.517 0.1060
H 0.002 3.126 0.304 0.0871
H 1.308 4.198 -2.064 0.0863
H -0.137 5.111 -1.752 0.1039
H -1.286 2.744 -1.464 0.0903
H -1.065 3.514 -3.041 0.1062
H 0.350 1.827 -3.777 0.0842
H 1.268 1.975 -2.315 0.0865
H -0.085 0.467 -1.099 0.0883
H 0.427 -0.235 -2.586 0.0923
H -2.362 1.058 -2.346 0.0668
H -1.667 0.146 -3.667 0.0631
H -1.437 -3.713 -2.499 0.0787
H -0.151 -2.588 -1.973 0.0843
H -0.151 -3.302 -4.418 0.1198
H -0.016 -1.587 -4.047 0.0775
H -0.641 -3.417 -7.396 0.0285
H -2.366 -3.333 -7.728 0.0123
H -1.302 -2.223 -8.567 0.0334
H -1.087 0.902 -6.256 0.0329
H -0.141 -0.033 -7.352 0.0330
H 0.291 -0.083 -5.675 0.0194
H -3.734 -0.042 -5.829 0.0276
H -3.533 -0.276 -7.580 0.0367
H -4.186 -1.566 -6.506 0.0128
H -4.007 0.479 -0.726 0.0132
H -4.260 -0.749 2.648 0.0576
H -4.652 -1.981 1.511 0.0781
H -6.619 -0.689 2.332 0.0936
H -6.552 -0.891 0.618 0.1057
H -7.307 1.294 1.263 0.0326
H -5.842 1.496 0.389 0.0307
H -2.826 1.813 1.567 0.0471
H -1.501 1.427 0.521 0.0521
H -2.134 0.547 4.167 0.0990
H -4.345 -2.388 -4.038 -0.0331
H -4.860 -2.991 -1.932 -0.0349
H -5.738 -0.473 -3.584 -0.0674
C 1.500 0.039 5.763 -0.0455
C 1.428 -1.462 5.930 -0.1884
O 1.758 -1.862 7.276 0.0255
C 0.797 -1.726 8.178 -0.3986
O -0.307 -1.310 7.987 0.1764
C 1.299 -2.230 9.538 -0.5222
F 2.524 -1.750 9.825 0.1430
F 1.378 -3.575 9.544 0.1414
F 0.484 -1.866 10.529 0.1734
H 2.479 0.412 6.062 0.0889
H 1.323 0.316 4.724 0.0657
H 0.760 0.546 6.384 0.0807
H 2.162 -1.947 5.290 0.1242
H 0.448 -1.854 5.657 0.1274
C 2.717 0.636 11.691 -0.0637
C 3.812 1.678 11.767 -0.1884
O 3.384 2.933 11.202 0.0338
C 2.620 3.692 11.978 -0.4001
O 2.261 3.436 13.089 0.1724
C 2.284 5.001 11.247 -0.5347
F 1.890 4.769 9.985 0.1620
F 3.365 5.800 11.204 0.1616
F 1.306 5.658 11.873 0.1703
H 2.372 0.523 10.666 0.0695
H 3.081 -0.326 12.049 0.0839
H 1.856 0.924 12.294 0.0833
H 4.669 1.366 11.174 0.1258
H 4.157 1.828 12.789 0.1264
C 5.196 6.425 -5.376 -0.0595
C 5.118 5.103 -6.107 -0.1944
O 3.983 4.328 -5.673 0.0322
C 2.810 4.673 -6.187 -0.3977
O 2.607 5.554 -6.969 0.1755
C 1.719 3.732 -5.654 -0.5202
F 1.815 3.568 -4.325 0.1508
F 1.822 2.517 -6.226 0.1578
F 0.500 4.204 -5.923 0.1720
H 5.205 6.263 -4.297 0.0838
H 6.100 6.962 -5.659 0.0834
H 4.336 7.054 -5.604 0.0777
H 5.991 4.495 -5.882 0.1247
H 5.083 5.240 -7.187 0.1261
C 3.553 -4.773 8.387 -0.0664
C 4.623 -5.837 8.267 -0.1820
O 4.477 -6.595 7.049 0.0361
C 4.934 -6.020 5.946 -0.4022
O 5.451 -4.944 5.866 0.1698
C 4.739 -6.967 4.751 -0.5345
F 3.503 -7.491 4.739 0.1614
F 5.619 -7.982 4.814 0.1628
F 4.928 -6.323 3.597 0.1675
H 2.565 -5.220 8.302 0.0839
H 3.634 -4.266 9.343 0.0761
H 3.646 -4.033 7.593 0.0774
H 4.529 -6.559 9.075 0.1262
H 5.624 -5.412 8.324 0.1269
C -4.250 -1.285 -12.860 -0.0597
C -4.447 -2.776 -12.691 -0.1944
O -4.407 -3.157 -11.302 0.0319
C -5.516 -2.938 -10.606 -0.3973
O -6.532 -2.464 -11.017 0.1764
C -5.322 -3.431 -9.164 -0.5173
F -4.146 -3.015 -8.654 0.1246
F -5.335 -4.775 -9.114 0.1663
F -6.293 -2.991 -8.363 0.1732
H -3.324 -0.966 -12.380 0.0830
H -4.205 -1.026 -13.917 0.0833
H -5.064 -0.724 -12.403 0.0777
H -3.634 -3.319 -13.168 0.1248
H -5.378 -3.114 -13.144 0.1263
```

Calculated values
E_LUMO ... 0.40 eV
E_HOMO ... -7.911 eV
Charge ... 0
Frontier orbital gap ... 0.306 Eh

# C6H12Cl7

A 4-piece molecular cluster, C6H12Cl7 overall (ωB97M-V/def2-TZVPD, the OMol25 dataset).

Geometry as XYZ:
```
25
Properties=species:S:1:pos:R:3:nbo_charge:R:1
Cl 1.483 0.593 1.283 -0.9535
Cl -0.628 -3.663 1.112 -0.1102
C 0.075 -2.549 2.335 -0.3990
C 1.444 -2.950 2.762 -0.3609
Cl 1.478 -4.569 3.563 -0.1158
H -0.647 -2.512 3.146 0.2093
H 0.143 -1.560 1.876 0.2909
H 1.796 -2.246 3.510 0.2389
H 2.122 -2.984 1.917 0.2333
Cl 0.158 5.223 -2.116 -0.1097
C 0.070 3.515 -1.571 -0.3708
C 1.413 2.826 -1.585 -0.3952
Cl 2.033 2.624 -3.247 -0.0973
H -0.632 2.988 -2.210 0.2236
H -0.291 3.534 -0.547 0.2352
H 1.274 1.842 -1.134 0.2804
H 2.138 3.382 -1.000 0.2202
Cl -0.312 -0.365 -2.651 -0.0778
C -1.003 -0.796 -1.071 -0.4367
C -2.406 -0.289 -0.877 -0.3736
Cl -2.458 1.404 -0.300 -0.0818
H -0.317 -0.397 -0.318 0.2890
H -1.013 -1.877 -0.952 0.2281
H -2.932 -0.875 -0.128 0.2182
H -2.987 -0.300 -1.796 0.2151
```

Calculated values
E_LUMO ... 2.82 eV
E_HOMO ... -5.104 eV
Charge ... -1
Frontier orbital gap ... 0.291 Eh

Q: What is the formula in the third record?
A: C15H32Cl14O7P2S2